The ion ClF2OS with charge +1. Source: OMol25; level of theory: ωB97M-V/def2-TZVPD.

Geometry as XYZ:
```
5
ClF2OS ωB97M-V/def2-TZVPD
O -1.8430 0.8047 0.1966
F 0.4704 0.4732 -1.3124
F -0.0620 -1.5450 -0.2546
S -0.0833 -0.0069 0.0768
Cl 1.5179 0.2740 1.2935
```

Summary:
- E_HOMO (alpha / beta) (Ha) = -0.663 / -0.680
- multiplicity = 1
- frontier orbital gap (alpha / beta) (eV) = 8.796 / 8.902
- energy relative to the best compared isomer or geometry (same formula, charge and spin) (kcal/mol) = 102.0
- total charge = +1

Mulliken atomic charge list, values in e, 4 entries: -0.1601, -0.0299, -0.0257, 1.0142

=====

A structure of composition C22H15F2N5O9Ta. Source: OMol25; level of theory: ωB97M-V/def2-TZVPD.

Geometry as XYZ:
```
54
C22H15F2N5O9Ta ωB97M-V/def2-TZVPD
Ta -0.6879 0.2443 -0.4882
C 4.5064 1.6266 -0.1345
C 3.0804 1.1559 -0.1407
N 2.5387 0.2817 0.6225
O 3.3667 -0.2540 1.5713
C 2.1336 1.6682 -1.1618
C 2.5350 2.6603 -2.1974
N 0.9581 1.1941 -1.1196
O -0.1041 1.4528 -1.9773
H 5.0448 1.1991 0.7018
H 4.5591 2.7137 -0.0679
H 5.0097 1.3270 -1.0561
H 2.8134 -0.9181 2.0081
H 3.3663 2.2717 -2.7880
H 2.8822 3.5707 -1.7058
H 1.7052 2.8987 -2.8533
F 1.8273 -4.6326 -0.6256
C 1.0023 -3.7839 -1.2421
C 0.7302 -2.5636 -0.6483
C -0.1291 -1.6908 -1.3016
C -0.7256 -2.0448 -2.5225
C -0.4173 -3.2817 -3.0616
F -0.9817 -3.6754 -4.2144
C 0.4427 -4.1677 -2.4422
C -1.7117 -1.1014 -3.0746
C -2.1898 -1.0693 -4.3750
C -3.1244 -0.1115 -4.7300
C -3.5815 0.7954 -3.7857
C -3.0516 0.7343 -2.5184
N -2.1374 -0.1866 -2.1711
H 1.1809 -2.3255 0.3091
H 0.6500 -5.1351 -2.8785
H -1.8288 -1.7815 -5.0989
H -3.4961 -0.0752 -5.7463
H -4.3240 1.5431 -4.0243
H -3.3591 1.4178 -1.7404
O -0.8434 2.3550 0.7073
C -1.7363 1.6458 1.1886
O -2.4646 0.9304 0.3520
C -1.5814 1.1474 2.5887
C -1.9911 1.6997 3.7763
C -1.5361 1.1026 4.9380
C -0.6724 0.0342 4.9346
C -0.2568 -0.4927 3.7224
C -0.7336 0.0277 2.5365
O -0.4382 -0.4144 1.2898
N 0.7445 -1.5848 3.7588
O 1.0484 -2.0276 4.8398
O 1.1632 -1.9886 2.6910
N -1.9731 1.6662 6.2366
O -1.5175 1.1682 7.2376
O -2.7566 2.5883 6.1931
H -2.6367 2.5648 3.8278
H -0.3014 -0.3791 5.8606
```

Summary:
- E_HOMO (Ha) = -0.443
- multiplicity = 1
- frontier orbital gap (eV) = 7.586
- total charge = +1

Mulliken atomic charge list, values in e, 4 entries: 1.5008, -1.4755, 0.5562, 0.3540

=====

DFT total energy list, top to bottom, in hartree: -1132.797731; -2054.670196